# 1
The following is a DFT calculation (wB97M-V/def2-TZVPD) of a single C3H6BrF molecule.

CARTESIAN COORDINATES (ANGSTROEM)
H  1.479  0.085  -0.452
C  -0.599  -1.100  0.045
H  -0.846  0.571  -1.281
H  1.156  1.007  0.977
H  1.130  1.826  -0.441
H  -1.623  -1.556  -0.085
F  -1.328  1.079  0.730
C  0.906  0.893  -0.080
Br  0.296  -1.827  1.667
C  -0.519  0.452  -0.210
H  -0.054  -1.432  -0.869

Calculated values
* LUMO level: 0.85 eV
* maximum force: 2.676 eV/A
* 2S+1: 1
* energy relative to the best compared isomer or geometry (same formula, charge and spin): 10.7 kcal per mole
* Kohn-Sham gap: 11.18 eV
* SMILES: C[C@H](F)CBr
* energy: -2791.76493 hartree

Okay, here come the Mulliken numbers, in e, for every atom: number 1, H, carries 0.38; number 2, C, carries -0.80; number 3, H, carries 0.25; number 4, H, carries 0.37; number 5, H, carries 0.40; number 6, H, carries 0.40; number 7, F, carries -0.32; number 8, C, carries -1.37; number 9, Br, carries -0.15; number 10, C, carries 0.47; number 11, H, carries 0.37

---

# 2
The following is a DFT calculation (wB97M-V/def2-TZVPD) of a single C4H10FNOS molecule.

CARTESIAN COORDINATES (ANGSTROEM)
O  -1.095  -1.717  -0.161
H  -1.204  1.606  0.175
H  0.784  -1.238  -1.359
H  0.548  0.595  1.648
H  2.841  0.102  0.741
H  2.078  -0.124  -1.710
H  -2.697  -0.336  0.351
C  -1.767  -0.464  -0.231
H  -0.989  0.659  2.159
C  0.488  0.796  -0.684
N  -0.383  0.149  1.530
H  -2.016  -0.366  -1.342
S  2.297  -1.059  0.439
C  -0.738  0.599  0.190
F  1.186  1.736  0.040
H  0.105  1.258  -1.549
C  1.352  -0.392  -0.969
H  -0.789  -1.806  0.732

Calculated values
* LUMO level: 0.81 eV
* maximum force: 2.863 eV/A
* 2S+1: 1
* energy relative to the best compared isomer or geometry (same formula, charge and spin): 0.0 kcal per mole
* Kohn-Sham gap: 9.72 eV
* SMILES: N[C@H](CO)[C@@H](F)CS
* energy: -786.42828 hartree

Okay, here come the Mulliken numbers, in e, for every atom: number 1, O, carries -0.53; number 2, H, carries 0.40; number 3, H, carries 0.36; number 4, H, carries 0.26; number 5, H, carries 0.12; number 6, H, carries 0.45; number 7, H, carries 0.33; number 8, C, carries -0.68; number 9, H, carries 0.25; number 10, C, carries -0.24; number 11, N, carries -0.69; number 12, H, carries 0.30; number 13, S, carries -0.23; number 14, C, carries 0.21; number 15, F, carries -0.34; number 16, H, carries 0.43; number 17, C, carries -0.75; number 18, H, carries 0.35

---

# 3
The following is a DFT calculation (wB97M-V/def2-TZVPD) of a single C3H4BrF molecule.

CARTESIAN COORDINATES (ANGSTROEM)
C  0.332  1.061  -0.049
H  -0.434  -2.435  -0.060
F  1.856  1.397  -0.265
H  -0.231  1.877  -0.611
C  -0.627  -0.395  -0.170
Br  -2.369  0.125  -0.248
H  1.081  -1.416  0.294
C  0.000  -1.536  0.076
H  0.392  1.322  1.033

Calculated values
* LUMO level: 0.65 eV
* maximum force: 5.393 eV/A
* 2S+1: 1
* energy relative to the best compared isomer or geometry (same formula, charge and spin): 52.2 kcal per mole
* Kohn-Sham gap: 10.62 eV
* SMILES: C=C(Br)CF
* energy: -2790.48074 hartree

Okay, here come the Mulliken numbers, in e, for every atom: number 1, C, carries -0.43; number 2, H, carries 0.36; number 3, F, carries -0.33; number 4, H, carries 0.29; number 5, C, carries 0.24; number 6, Br, carries -0.06; number 7, H, carries 0.24; number 8, C, carries -0.60; number 9, H, carries 0.30

---

# 4
The following is a DFT calculation (wB97M-V/def2-TZVPD) of 2 unconnected molecules or ions with the total composition C11H26F2IN4O4P.

CARTESIAN COORDINATES (ANGSTROEM)
H  2.617  1.081  -3.965
H  0.808  -1.443  2.298
C  2.571  -0.922  -3.519
H  -1.160  -0.276  4.933
H  -0.329  -2.965  4.100
O  1.572  0.134  -1.587
H  -0.331  1.027  -0.564
C  -2.432  2.855  -1.542
H  3.611  0.530  -2.102
O  -0.933  0.033  -5.479
C  -0.316  0.388  -4.563
F  3.449  -1.923  -3.933
H  -0.949  -1.506  2.305
C  -2.764  1.410  -2.121
C  2.813  -0.255  -2.062
F  -1.060  -1.617  -3.008
H  -0.707  2.988  -2.713
H  -2.815  0.479  -0.156
H  2.342  0.154  -5.262
N  -1.057  3.306  -1.813
H  1.183  -2.447  5.885
H  -0.703  -0.640  -0.031
C  -0.103  -1.905  4.235
N  2.910  0.202  -4.409
H  1.825  0.431  2.621
H  -2.402  1.306  -3.171
P  0.204  -0.702  -2.313
C  -0.806  0.068  -0.907
H  -2.144  -1.551  4.624
H  1.289  1.078  4.200
H  0.859  1.915  2.709
H  2.051  -1.968  4.429
H  -1.224  -1.555  6.008
O  1.251  -1.388  -3.547
C  1.015  0.932  3.153
C  -2.351  0.232  -1.163
H  -2.861  -0.719  -1.480
H  0.465  -1.811  -1.428
C  1.176  -1.750  5.042
N  0.063  0.720  -3.452
N  -1.233  -1.302  5.019
H  -3.895  1.378  -2.182
H  1.289  -0.747  5.459
H  -2.709  2.952  -0.458
H  -3.120  3.556  -2.104
I  3.761  -1.886  -0.894
H  -0.422  3.100  -1.049
C  -0.077  -1.189  2.885
O  -0.219  0.212  3.074

Calculated values
* LUMO level: -1.76 eV
* maximum force: 2.558 eV/A
* 2S+1: 1
* Kohn-Sham gap: 5.92 eV
* energy: -1793.43053 hartree

Okay, here come the Mulliken numbers, in e, for every atom: number 1, H, carries 0.28; number 2, H, carries 0.56; number 3, C, carries 0.95; number 4, H, carries 0.36; number 5, H, carries 0.42; number 6, O, carries -0.44; number 7, H, carries 0.00; number 8, C, carries -0.71; number 9, H, carries 0.57; number 10, O, carries -0.52; number 11, C, carries 0.58; number 12, F, carries -0.33; number 13, H, carries 0.38; number 14, C, carries -0.29; number 15, C, carries -0.95; number 16, F, carries -0.45; number 17, H, carries 0.31; number 18, H, carries 0.36; number 19, H, carries 0.30; number 20, N, carries -0.62; number 21, H, carries 0.43; number 22, H, carries -0.37; number 23, C, carries 0.02; number 24, N, carries -0.76; number 25, H, carries 0.36; number 26, H, carries 0.13; number 27, P, carries 0.92; number 28, C, carries 0.33; number 29, H, carries 0.37; number 30, H, carries 0.30; number 31, H, carries 0.26; number 32, H, carries 0.36; number 33, H, carries 0.35; number 34, O, carries -0.35; number 35, C, carries -0.75; number 36, C, carries -0.74; number 37, H, carries 0.30; number 38, H, carries -0.09; number 39, C, carries -1.49; number 40, N, carries -0.44; number 41, N, carries -0.26; number 42, H, carries 0.34; number 43, H, carries 0.40; number 44, H, carries 0.30; number 45, H, carries 0.27; number 46, I, carries -0.14; number 47, H, carries 0.28; number 48, C, carries -0.69; number 49, O, carries -0.41

---

Which formula does entry 4 have? C11H26F2IN4O4P